No. 1
One molecule with the formula C6H7IO2, computed with ωB97M-V/def2-TZVPD.

Last column: Mulliken charge in e.
CARTESIAN COORDINATES (ANGSTROEM)
O 1.2346 -2.4011 0.1491  -0.54
C 0.7425 -1.3122 0.0138  0.24
C -0.4699 -1.0654 -0.8456  -0.71
C -1.4892 -0.1083 -0.2276  -0.72
C -0.8747 1.2362 0.0820  -0.09
O 0.1686 1.6848 -0.7442  -0.43
C 0.5089 1.2944 0.5402  -0.12
C 1.3400 -0.1101 0.7106  -0.48
I 3.3525 0.1994 -0.0037  0.11
H -0.1110 -0.6451 -1.7911  0.32
H -0.9371 -2.0287 -1.0609  0.35
H -2.3172 0.0185 -0.9274  0.35
H -1.8870 -0.5238 0.7021  0.33
H -1.5570 2.0171 0.4112  0.44
H 0.8671 2.0620 1.2150  0.48
H 1.4287 -0.3176 1.7765  0.46

## Properties
relative energy (zero: lowest compared OMol25 entry of this formula, charge and spin)	0.234	eV
HOMO energy	-9.5352	eV
energy	-680.9597	Ha
2S+1	1
total charge	0
LUMO	0.0	eV

=====

No. 2
One molecule with the formula C9H12N2, computed with ωB97M-V/def2-TZVPD.

Last column: Mulliken charge in e.
CARTESIAN COORDINATES (ANGSTROEM)
C -0.5667 3.6155 0.4014  -0.61
C -1.6819 2.7854 0.1329  -0.47
C 0.7148 3.0669 0.4789  -0.44
C -1.5640 1.3771 -0.1366  -0.64
C 0.8928 1.7178 0.3044  -0.59
C -0.2413 0.8656 -0.0317  1.08
C -0.0931 -0.5582 -0.2268  0.83
C -0.9496 -1.5027 -1.0295  -0.95
C 1.2620 -3.6848 0.3514  -0.67
N 1.0373 -1.2102 0.3063  0.47
N 1.6801 -2.3668 0.6356  -1.23
H -0.7652 4.6257 0.4761  0.46
H -2.6430 3.1883 0.0788  0.41
H 1.5793 3.7134 0.4701  0.34
H -2.3971 0.7096 -0.3701  0.29
H 1.9668 1.3669 0.0578  0.18
H -1.2123 -1.1435 -2.0600  0.29
H -1.8878 -1.5919 -0.4957  0.31
H -0.4481 -2.3716 -0.9756  -0.03
H 2.1438 -4.3418 0.3230  0.25
H 0.6128 -3.9718 1.2714  0.23
H 0.7802 -3.7695 -0.7098  0.24
H 1.7803 -0.5195 0.7480  0.26

## Properties
relative energy (zero: lowest compared OMol25 entry of this formula, charge and spin)	5.197	eV
HOMO energy (alpha / beta)	-7.0627 / -6.6802	eV
energy	-459.4965	Ha
2S+1	1
total charge	0
LUMO (alpha / beta)	0.3 / 0.6	eV

=====

No. 3
C25H36ClIP2SbSn as an isolated structure, computed with ωB97M-V/def2-TZVPD.

Last column: Mulliken charge in e.
CARTESIAN COORDINATES (ANGSTROEM)
C -0.1280 0.5095 1.3386  0.56
I -0.9304 1.6466 2.8224  0.25
H 0.6939 -0.0317 1.8228  -0.39
H -0.8282 -0.1858 0.8942  -0.62
H 0.2687 1.1297 0.5363  0.28
Sn -0.2803 -2.1125 -2.9160  0.87
P -2.6068 -1.9505 -0.1270  0.49
C -2.4634 -2.2464 1.7254  -1.16
C -4.0838 -0.8580 -0.1058  -1.11
H -5.0139 -1.4090 0.0802  0.37
H -4.4838 -3.5506 -0.2423  0.40
H -4.1570 -0.3767 -1.0879  0.34
H -3.3908 -3.6605 -1.6505  0.37
H -2.4823 -1.2940 2.2822  0.32
H -3.9806 -0.0643 0.6447  0.31
C -3.4352 -3.5413 -0.5629  -1.19
H -3.2704 -2.9106 2.0825  0.40
H -2.9049 -4.3852 -0.1043  0.38
H -1.4880 -2.7330 1.9067  0.32
P 1.1667 0.6021 -2.3412  0.69
C 2.6174 1.1868 -1.3336  -0.81
C 2.0190 0.4373 -3.9902  -1.18
H -0.6399 2.0424 -3.0971  0.37
H 0.9316 2.8569 -3.3515  0.41
H 0.1990 2.7840 -1.7147  0.33
C 0.3490 2.2350 -2.6552  -1.18
H 1.4594 -0.3018 -4.5859  0.38
H 2.0295 1.4039 -4.5224  0.34
H 3.3322 1.7785 -1.9265  0.46
H 3.1507 0.3177 -0.9248  0.26
H 3.0526 0.0759 -3.8588  0.34
H 2.2999 1.8002 -0.4782  0.04
Cl 1.2689 -2.4212 -0.9195  -0.40
C 1.0079 -1.6086 7.8190  -0.44
C 0.2104 -0.5003 7.4924  -0.69
C 0.5465 0.2979 6.3866  -0.49
C 1.6919 -0.0051 5.6431  0.63
C 2.4897 -1.1111 5.9571  -0.32
C 2.1527 -1.9076 7.0612  -0.59
Sb 2.0435 1.0595 3.7730  1.52
C 2.5175 3.0873 4.3516  0.73
C 2.3857 4.0923 3.3922  -0.58
C 2.5459 5.4347 3.7707  -0.64
C 2.7972 5.7561 5.1158  -0.50
C 2.9332 4.7344 6.0683  -0.57
C 2.7891 3.3902 5.6911  -0.52
C 3.8100 0.2756 2.7379  0.58
C 4.9412 1.0813 2.6226  -0.40
C 6.0857 0.5583 2.0060  -0.67
C 6.0690 -0.7440 1.4788  -0.49
C 4.8967 -1.5189 1.5458  -0.69
C 3.7540 -1.0019 2.1738  -0.54
H 0.7515 -2.2418 8.6702  0.43
H -0.6762 -0.2688 8.0925  0.41
H -0.0830 1.1535 6.1323  0.33
H 3.3744 -1.3402 5.3580  0.46
H 2.7777 -2.7699 7.3190  0.42
H 2.1547 3.8504 2.3530  0.32
H 2.4572 6.2336 3.0293  0.41
H 2.9258 6.8025 5.4180  0.41
H 3.1434 4.9779 7.1158  0.41
H 2.8754 2.5964 6.4311  0.48
H 4.9482 2.0976 3.0184  0.51
H 6.9835 1.1784 1.9531  0.45
H 6.9749 -1.1654 1.0341  0.45
H 4.8693 -2.5262 1.1168  0.44
H 2.8460 -1.6098 2.2115  0.46

## Properties
relative energy (zero: lowest compared OMol25 entry of this formula, charge and spin)	0.400	eV
HOMO energy	-16.3801	eV
energy	-2868.2874	Ha
2S+1	1
total charge	+3
LUMO	-11.9	eV

=====

> Which formula does entry 1 have?

C6H7IO2

=====

> What is the total charge in the third record?

+3